## w
# C11H14N3

2 unconnected molecules or ions with the total composition C11H14N3 (ωB97M-V/def2-TZVPD, OMol25).

The geometry in ORCA input format:
```
! wB97M-V def2-TZVPD RIJCOSX def2/J DEFGRID3
* xyz 1 1
C -0.01996 -3.30136 1.30507
C -0.19634 -1.91238 1.13056
C 0.57209 -3.78438 0.11980
C 0.61638 1.02488 0.97019
C 0.16663 2.01337 1.78720
C -1.04848 2.14596 -0.04330
C 0.06243 -1.66610 -0.19773
C -0.18082 0.24885 -2.46025
C -0.05422 0.17010 -1.14438
C 1.29325 -2.84500 -2.08393
C -1.47704 3.91778 1.68427
N -0.13825 1.09812 -0.16115
N 0.67310 -2.75193 -0.78796
N -0.78465 2.75569 1.12463
H -0.18477 -3.94261 2.15806
H -0.67899 -1.24428 1.82195
H 0.65008 -4.75900 -0.35075
H 1.16021 0.07961 1.17244
H 0.65225 2.21270 2.68962
H -1.76128 2.54790 -0.69497
H -0.29162 1.25869 -2.89672
H -0.50676 -0.60330 -2.95726
H 2.36849 -2.79037 -2.06498
H 0.92425 -3.65584 -2.51116
H 0.91597 -1.99027 -2.59434
H -1.04361 4.01168 2.61940
H -1.57287 4.90496 1.23762
H -2.45284 3.46234 1.76809
*
```

* gap between HOMO and LUMO: 7.479 eV
* LUMO level: -3.74 eV

## x
# C11H14N3

A gas-phase ion, C11H14N3 (charge +1) (ωB97M-V/def2-TZVPD, OMol25).

The geometry in ORCA input format:
```
! wB97M-V def2-TZVPD RIJCOSX def2/J DEFGRID3
* xyz 1 1
N 0.66548 1.34402 -2.22023
N 0.68872 0.62048 -1.14787
C 1.83151 0.65532 -0.28549
C 3.02686 1.34065 -0.31461
C 3.91298 1.14345 0.72923
C 3.64814 0.20521 1.74385
C 2.42070 -0.48623 1.81086
C 1.52387 -0.19396 0.77243
C 0.28540 -0.85453 0.53138
N -0.25152 -0.32153 -0.59373
C -1.66364 -0.61701 -1.10166
C -2.71793 -0.11068 -0.17568
C -4.04774 -0.85323 -0.24301
C -3.06180 -1.01321 0.93946
H 0.23180 0.91570 -3.02244
H 0.21255 2.28142 -2.23711
H 3.22173 2.26472 -0.93359
H 4.84502 1.65316 0.83027
H 4.31782 0.07637 2.63809
H 2.16325 -1.17049 2.62623
H 0.01057 -1.86818 0.97755
H -1.79137 -0.13590 -2.11768
H -1.83910 -1.69265 -1.19140
H -2.68179 1.01163 0.03276
H -4.25891 -1.52527 -0.95638
H -4.76506 -0.12007 0.04433
H -3.39068 -0.54200 1.75608
H -2.53687 -2.00718 1.10834
*
```

* structure (SMILES): N[n+]1c2ccccc2cn1CC1CC1
* gap between HOMO and LUMO: 8.417 eV
* LUMO level: -4.04 eV

Name the most stable of them. x.

## w
# C4H8O2P

A gas-phase ion, C4H8O2P (charge -1) (ωB97M-V/def2-TZVPD, OMol25).

The geometry in ORCA input format:
```
! wB97M-V def2-TZVPD RIJCOSX def2/J DEFGRID3
* xyz -1 1
C 0.93475 0.82683 0.99930
C 0.97825 0.74517 -0.50286
P -0.65357 0.02777 -1.39432
C -0.41872 -1.76085 -0.88617
C -1.85625 0.55775 0.21567
O -1.85323 -0.33008 1.04727
O -2.18479 1.73348 0.27752
H 0.13213 1.57526 1.20916
H 0.72174 -0.21480 1.36427
H 1.94377 1.20864 1.47250
H 1.88510 0.02885 -0.70514
H 1.44631 1.66481 -0.84093
H 0.65818 -1.79517 -0.63310
H -0.80032 -2.34758 -1.64945
H -0.93336 -1.92006 0.02629
*
```

* structure (SMILES): CCP(C)C(=O)[O-]
* gap between HOMO and LUMO: 7.598 eV
* LUMO level: 4.22 eV

## x
# C4H8O2P

A molecular structure, C4H8O2P (ωB97M-V/def2-TZVPD, OMol25).

The geometry in ORCA input format:
```
! wB97M-V def2-TZVPD RIJCOSX def2/J DEFGRID3
* xyz -1 1
C 2.61339 -0.40957 1.47292
C -1.91128 0.68817 -0.59917
C -0.06382 -0.80840 -1.44857
C -0.77347 -0.32951 -0.17209
O 3.22579 0.58762 1.42008
O 2.69958 -1.58603 1.66766
P 0.34820 0.25512 1.15547
H -1.62171 1.43911 -1.42916
H -2.76911 0.19847 -1.05798
H -2.19968 1.26980 0.27964
H -0.13677 -0.19760 -2.24854
H 1.00519 -0.97243 -1.14602
H -0.42279 -1.87707 -1.78672
H -0.70677 0.17307 2.11955
H 0.71325 1.56925 1.77294
*
```

* gap between HOMO and LUMO: 6.633 eV
* LUMO level: 4.01 eV

Name the most stable of them. w.

## w
# C21H27N3O5S

A single C21H27N3O5S molecule (ωB97M-V/def2-TZVPD, OMol25).

The geometry in ORCA input format:
```
! wB97M-V def2-TZVPD RIJCOSX def2/J DEFGRID3
* xyz 0 1
C -5.90649 -1.43495 2.05558
C -4.81244 -0.81078 1.24495
C -3.62439 -0.41157 1.84783
C -2.62005 0.18234 1.10467
C -2.80968 0.37112 -0.24826
S -1.54704 1.17389 -1.20537
O -2.06856 2.42824 -1.67132
O -0.30793 1.21476 -0.46185
N -1.32209 0.24318 -2.59230
C -0.10164 -0.53221 -2.63054
C -0.04360 -1.27823 -1.29645
O -1.08699 -1.54738 -0.72565
N 1.16481 -1.61006 -0.80274
C 2.41673 -1.42715 -1.49718
C 3.18362 -0.12257 -1.20097
O 4.39518 -0.09601 -1.29291
N 2.42616 0.93822 -0.89600
C 3.00212 2.19361 -0.44637
C 2.28514 2.64683 0.77864
C 1.48988 3.72754 1.01730
C 1.01472 3.58360 2.34347
C 1.54962 2.42317 2.80570
O 2.32109 1.84932 1.86874
C 1.20091 -2.27355 0.49864
C 2.24530 -1.68688 1.46676
C 3.33215 -2.75262 1.60281
C 2.55587 -4.06080 1.47788
C 1.53312 -3.77670 0.37714
C -3.98079 -0.00636 -0.87118
C -4.97922 -0.60005 -0.12045
H -6.59069 -0.66312 2.40910
H -5.50229 -1.94953 2.92347
H -6.47762 -2.14115 1.45822
H -3.48471 -0.57094 2.90711
H -1.68755 0.49112 1.54948
H -1.47812 0.80962 -3.41170
H 0.77773 0.10357 -2.78176
H -0.17310 -1.26198 -3.44442
H 2.27278 -1.49419 -2.57875
H 3.09363 -2.23781 -1.21692
H 1.42200 0.86205 -0.74675
H 2.90078 2.95768 -1.22343
H 4.06609 2.01233 -0.25695
H 1.26640 4.52199 0.33625
H 0.36260 4.24982 2.86970
H 1.46616 1.91729 3.74725
H 0.19430 -2.14053 0.90095
H 2.63710 -0.73228 1.12756
H 1.77313 -1.52210 2.43560
H 4.06221 -2.66257 0.79753
H 3.86592 -2.67472 2.54847
H 2.04212 -4.27296 2.41652
H 3.19513 -4.90920 1.23813
H 1.96735 -3.98470 -0.60164
H 0.63884 -4.38919 0.47588
H -4.09327 0.16002 -1.93014
H -5.89845 -0.90745 -0.59743
*
```

* structure (SMILES): Cc1ccc(S(=O)(=O)NCC(=O)N(CC(=O)NCc2ccco2)C2CCCC2)cc1
* gap between HOMO and LUMO: 8.938 eV
* LUMO level: 0.48 eV

## x
# C21H27N3O5S

A single C21H27N3O5S molecule (ωB97M-V/def2-TZVPD, OMol25).

The geometry in ORCA input format:
```
! wB97M-V def2-TZVPD RIJCOSX def2/J DEFGRID3
* xyz 0 1
C 0.97233 -2.63987 -3.21346
O 0.55852 -3.10600 -1.94062
C 1.53133 -3.62482 -1.16265
O 2.67936 -3.70049 -1.54351
C 1.00460 -4.05220 0.13236
C 1.76274 -4.61241 1.10523
C 3.22411 -4.89713 1.03771
N 1.17727 -4.97981 2.29430
C -0.16955 -4.96800 2.52200
S -0.77372 -5.54933 3.93982
N -0.94443 -4.52691 1.52336
C -0.46335 -3.76592 0.37855
C -0.68414 -2.28260 0.60168
C -1.58923 -1.56645 -0.16206
C -1.78150 -0.21644 0.06890
C -1.08949 0.45221 1.07051
O -1.23887 1.79786 1.31658
C -2.27615 2.49930 0.66636
C -2.07459 2.75209 -0.83600
O -2.96519 2.46589 -1.61857
N -0.90687 3.28785 -1.22710
C 0.14080 3.79996 -0.37378
C 0.22508 5.32253 -0.50838
C 0.45799 5.70618 -1.96731
C -0.63981 5.10288 -2.83984
C -0.70018 3.59108 -2.63085
C -0.17984 -0.27005 1.86549
O 0.59563 0.21375 2.87749
C 0.28313 1.42994 3.51765
C 0.00553 -1.62336 1.60612
H 1.76999 -1.90192 -3.10676
H 0.09425 -2.19124 -3.67072
H 1.34231 -3.46841 -3.82167
H 3.62653 -4.58928 0.07935
H 3.39981 -5.96317 1.17836
H 3.73920 -4.35980 1.83338
H 1.74694 -5.38791 3.02242
H -1.93095 -4.46145 1.72655
H -1.04805 -4.07968 -0.49489
H -2.13903 -2.05263 -0.95254
H -2.47625 0.31842 -0.55687
H -2.33885 3.46173 1.18554
H -3.23541 1.98038 0.77986
H -0.03580 3.51579 0.66061
H 1.08966 3.35218 -0.69373
H 1.03486 5.69654 0.11956
H -0.71031 5.76601 -0.15982
H 0.46853 6.79216 -2.07267
H 1.43032 5.32742 -2.29129
H -0.45244 5.31640 -3.89264
H -1.60466 5.53700 -2.57051
H -1.52778 3.15265 -3.19012
H 0.23967 3.12882 -2.95221
H 0.91432 1.45417 4.40612
H 0.51332 2.29226 2.88759
H -0.76597 1.47069 3.81857
H 0.71428 -2.14691 2.22854
*
```

* structure (SMILES): COC(=O)C1=C(C)NC(=S)N[C@H]1c1ccc(OCC(=O)N2CCCCC2)c(OC)c1
* gap between HOMO and LUMO: 8.581 eV
* LUMO level: 0.41 eV

Name the most stable of them. x.

## w
# C2H4N2O3

A single C2H4N2O3 molecule (ωB97M-V/def2-TZVPD, OMol25).

The geometry in ORCA input format:
```
! wB97M-V def2-TZVPD RIJCOSX def2/J DEFGRID3
* xyz 0 1
O 2.48100 0.00739 -0.13193
C 1.27322 -0.02192 -0.07107
N 0.52536 1.17086 0.05818
O -0.80425 1.18127 -0.36878
C -1.41366 0.01031 0.18173
O -0.83416 -1.10879 -0.41341
N 0.50373 -1.19232 0.08947
H 1.03908 1.99942 -0.24188
H -2.45301 0.01986 -0.04881
H -1.24727 -0.08202 1.26359
H 0.92995 -1.98406 -0.31708
*
```

* structure (SMILES): O=C1NOCON1
* gap between HOMO and LUMO: 10.387 eV
* LUMO level: 0.81 eV

## x
# C2H4N2O3

2 unconnected molecules or ions with the total composition C2H4N2O3 (ωB97M-V/def2-TZVPD, OMol25).

The geometry in ORCA input format:
```
! wB97M-V def2-TZVPD RIJCOSX def2/J DEFGRID3
* xyz 0 1
C 0.65192 -0.62300 0.03445
C -0.27168 0.80508 0.11453
H 1.71208 0.95638 0.02598
H 2.71221 -0.69038 -0.07548
H -2.21768 1.11027 0.20585
H -1.46712 -1.34375 -0.36859
N 1.77915 -0.08765 -0.34588
N -1.60441 0.40416 0.92648
O 0.35326 -1.74793 0.44759
O 0.40202 1.78960 -0.11808
O -2.04976 -0.57279 -0.84686
*
```

* gap between HOMO and LUMO: 7.684 eV
* LUMO level: -2.37 eV

## y
# C2H4N2O3

A molecular structure, C2H4N2O3 (ωB97M-V/def2-TZVPD, OMol25).

The geometry in ORCA input format:
```
! wB97M-V def2-TZVPD RIJCOSX def2/J DEFGRID3
* xyz 0 1
C -0.57708 -0.59409 0.05659
C 1.74616 -0.45618 0.25067
H -0.09922 2.48891 0.43425
H -2.21208 0.83872 -0.35720
H -2.02564 -1.46404 -0.91855
H 2.59233 -0.66864 0.96463
N -0.92679 0.73697 0.07383
N -1.15151 -1.59178 -0.39593
O 0.05343 1.62381 -0.11370
O 0.55891 -0.72286 0.88919
O 2.04149 -0.19082 -0.88378
*
```

* gap between HOMO and LUMO: 9.481 eV
* LUMO level: 0.20 eV

Name the most stable of them. w.